Entry 1:
Density functional theory data (the ωB97M-V functional and the def2-TZVPD basis) for C22H50N3OP2PbS as an isolated structure.

The geometry in XYZ format:
```
80
Properties=species:S:1:pos:R:3:lowdin_charge:R:1
Pb -1.193 0.080 -0.520 0.997
P 0.013 -2.426 -0.480 0.883
P 0.019 2.501 -0.233 0.877
N 0.087 0.125 -2.389 -0.357
C 0.090 -2.381 -2.317 -0.333
H 0.671 -3.259 -2.634 0.084
H -0.931 -2.476 -2.717 0.087
C 0.742 -1.083 -2.864 -0.356
H 1.836 -1.094 -2.653 0.103
H 0.677 -1.131 -3.975 0.120
C 0.745 1.372 -2.738 -0.358
H 0.674 1.532 -3.838 0.120
H 1.838 1.355 -2.531 0.103
C 0.097 2.614 -2.066 -0.334
H -0.929 2.744 -2.445 0.087
H 0.674 3.518 -2.305 0.085
C 1.515 3.337 0.445 -0.532
C 1.781 2.959 1.906 -0.123
H 2.772 3.327 2.209 0.095
H 1.758 1.875 2.062 0.005
H 1.039 3.399 2.582 0.067
C -1.564 3.298 0.379 -0.571
C -1.675 3.304 1.912 -0.109
H -2.718 3.528 2.189 0.092
H -1.034 4.063 2.379 0.075
H -1.424 2.330 2.358 0.035
C -1.567 -3.301 0.038 -0.564
C -1.676 -3.491 1.556 -0.116
H -2.718 -3.749 1.802 0.091
H -1.424 -2.577 2.112 0.015
H -1.033 -4.298 1.929 0.074
C 1.504 -3.366 0.097 -0.530
C 1.790 -3.175 1.589 -0.140
H 2.773 -3.596 1.845 0.094
H 1.039 -3.674 2.213 0.070
H 1.797 -2.120 1.878 -0.015
C 2.080 0.008 -0.063 -0.081
O 3.186 0.000 0.240 0.085
C -1.901 4.643 -0.268 -0.104
H -1.244 5.453 0.067 0.068
H -1.861 4.583 -1.362 0.071
H -2.936 4.889 0.013 0.088
C -1.899 -4.578 -0.740 -0.105
H -2.931 -4.852 -0.479 0.087
H -1.860 -4.416 -1.822 0.070
H -1.241 -5.414 -0.480 0.067
C 1.480 -4.853 -0.258 -0.105
H 2.484 -5.257 -0.072 0.090
H 0.774 -5.410 0.369 0.073
H 1.243 -5.030 -1.310 0.072
C 1.490 4.853 0.249 -0.104
H 0.778 5.337 0.928 0.073
H 2.492 5.243 0.471 0.090
H 1.247 5.132 -0.781 0.073
H 2.344 2.930 -0.158 0.109
H 2.331 -2.896 -0.460 0.106
H -2.353 2.601 0.031 0.060
H -2.356 -2.572 -0.232 0.061
H -3.757 -0.294 -1.481 0.002
H -3.986 -0.190 -0.762 0.006
C -2.404 -0.099 3.884 -0.070
N -1.158 0.014 4.639 -0.191
C -1.188 -0.603 5.976 -0.026
C 0.029 -0.073 3.978 -0.685
S 0.099 -0.300 2.295 0.635
N 1.150 0.021 4.780 -0.194
C 1.223 1.256 5.605 -0.041
C 2.441 -0.332 4.179 -0.076
H -3.180 -0.404 4.590 0.090
H -2.314 -0.836 3.082 0.042
H -2.648 0.868 3.434 0.077
H -0.587 -1.517 5.997 0.104
H -0.790 0.077 6.725 0.078
H -2.227 -0.836 6.197 0.086
H 1.577 1.003 6.607 0.096
H 1.925 1.958 5.146 0.089
H 0.246 1.737 5.684 0.088
H 2.492 -1.418 4.069 0.087
H 2.543 0.125 3.190 0.042
H 3.240 0.022 4.838 0.098
```

Computed properties:
E: -2381.223871 a.u.
E_LUMO: -2.3310 eV
multiplicity: 1
E_HOMO: -9.828 eV
charge: +1
HOMO-LUMO gap: 7.50 eV

***

Entry 2:
Density functional theory data (the ωB97M-V functional and the def2-TZVPD basis) for a 14-piece molecular cluster, C6H41NO14 overall.

The geometry in XYZ format:
```
62
Properties=species:S:1:pos:R:3:lowdin_charge:R:1
C 1.605 3.044 0.977 -0.268
O 1.968 3.661 2.194 -0.078
C 0.325 2.243 1.124 -0.193
C 0.515 0.950 1.923 -0.183
C 1.277 -0.113 1.131 -0.163
C 0.392 -0.809 0.059 -0.190
N -0.454 -1.849 0.698 -0.093
C -1.137 -2.675 -0.349 -0.088
H 1.485 3.884 0.290 0.115
H 2.478 2.424 0.635 0.124
H 2.162 3.008 2.899 0.090
H -0.059 2.067 0.118 0.092
H -0.445 2.886 1.616 0.127
H 1.059 1.235 2.816 0.101
H -0.442 0.584 2.254 0.085
H 1.652 -0.862 1.797 0.084
H 2.185 0.308 0.635 0.100
H -0.174 -0.034 -0.502 0.098
H 1.058 -1.287 -0.661 0.085
H -1.134 -1.461 1.281 0.034
H -1.712 -2.077 -1.092 0.061
H -0.375 -3.228 -0.882 0.060
H -1.797 -3.426 0.084 0.083
H 0.381 3.700 -2.152 0.048
H -0.958 3.093 -2.549 0.019
O -0.014 3.158 -2.835 -0.056
H 3.071 -0.592 -1.677 0.024
H 3.595 0.746 -2.335 0.096
O 2.884 0.400 -1.726 -0.102
H -2.840 -0.070 2.864 -0.003
H -3.347 -1.528 3.021 0.095
O -2.799 -0.944 2.457 -0.063
H 1.583 -2.556 -2.440 -0.059
H 0.582 -1.715 -2.988 -0.015
O 0.743 -2.612 -2.808 -0.016
H 2.842 -3.425 1.102 0.008
H 4.092 -2.578 1.288 0.074
O 3.682 -3.187 0.657 -0.052
H -2.382 1.618 -2.161 0.014
H -2.606 2.589 -1.061 -0.041
O -2.474 2.570 -1.962 -0.031
H 1.233 -3.380 2.900 0.060
H 0.681 -3.019 1.506 0.012
O 1.380 -3.541 1.964 -0.069
H -3.164 -0.649 -0.635 0.040
H -3.437 -0.751 0.825 -0.030
O -3.838 -0.406 0.050 -0.041
H 1.408 0.470 -2.588 -0.006
H 0.369 1.576 -3.001 0.044
O 0.532 0.553 -3.020 -0.124
H 3.305 -2.636 -0.817 0.061
H 3.841 -2.746 -2.307 0.086
O 3.199 -2.254 -1.780 -0.100
H -3.077 1.870 2.331 -0.009
H -2.323 2.062 3.704 0.050
O -3.007 1.611 3.240 -0.024
H -2.001 1.380 0.549 0.018
H -3.445 1.193 0.419 0.039
O -2.790 1.901 0.604 -0.054
H -1.013 0.082 -2.490 -0.011
H -2.397 -0.402 -2.996 0.117
O -1.922 -0.055 -2.199 -0.083
```

Computed properties:
E: -1361.357509 a.u.
E_LUMO: 0.1873 eV
energy above the lowest of the compared OMol25 structures with the same formula, charge and spin: 81.6 kJ/mol
multiplicity: 1
E_HOMO: -9.406 eV
HOMO-LUMO gap: 9.59 eV

***

Entry 3:
Density functional theory data (the ωB97M-V functional and the def2-TZVPD basis) for a 3-piece molecular cluster, C2H13N2O2 overall.

The geometry in XYZ format:
```
19
Properties=species:S:1:pos:R:3:lowdin_charge:R:1
C 0.208 -1.030 -2.130 -0.260
N -1.257 -0.926 -2.270 0.009
C 0.634 0.122 -1.242 -0.145
N -0.023 -0.020 0.117 0.172
H 0.498 -1.932 -1.574 0.120
H 0.818 -1.046 -3.036 0.126
H -1.633 -1.620 -2.909 0.087
H -1.359 -0.061 -2.803 0.083
H 1.698 0.108 -1.035 0.136
H 0.247 1.045 -1.654 0.126
H 0.139 0.745 0.791 0.123
H 0.397 -0.810 0.625 0.170
H -0.995 -0.341 0.076 0.155
H -0.978 -1.716 4.769 0.042
H -1.172 -0.248 4.334 0.027
O -0.519 -0.950 4.407 -0.067
H 0.574 3.343 0.962 0.073
H 1.661 2.832 1.625 0.066
O 1.061 2.505 0.948 -0.044
```

Computed properties:
E: -343.747132 a.u.
E_LUMO: -3.0393 eV
energy above the lowest of the compared OMol25 structures with the same formula, charge and spin: 77.0 kJ/mol
multiplicity: 1
E_HOMO: -14.199 eV
charge: +1
HOMO-LUMO gap: 11.16 eV

***

Entry 4:
Density functional theory data (the ωB97M-V functional and the def2-TZVPD basis) for C16H23N3OS5Ti as an isolated structure.

The geometry in XYZ format:
```
49
Properties=species:S:1:pos:R:3:lowdin_charge:R:1
Ti 0.161 0.506 -0.913 0.378
C -0.707 -2.179 -3.197 -0.496
C 0.105 -3.092 -2.290 -0.494
S 1.217 -2.153 -1.206 0.827
C 1.392 -3.389 0.111 -0.501
C 2.297 -2.852 1.231 -0.520
S 2.237 -1.059 1.448 0.888
C 0.869 -0.846 2.610 -0.501
C -0.479 -1.453 2.239 -0.457
S -1.376 -0.545 0.940 0.953
C -2.156 -1.956 0.101 -0.487
C -2.735 -1.574 -1.254 -0.481
S -1.594 -0.797 -2.431 0.901
H -1.428 -2.775 -3.760 0.086
H -0.060 -1.680 -3.921 0.076
H 0.684 -3.774 -2.916 0.089
H -0.562 -3.704 -1.680 0.072
H 1.837 -4.282 -0.330 0.086
H 0.409 -3.676 0.487 0.053
H 3.335 -3.074 0.986 0.073
H 2.080 -3.372 2.166 0.086
H 0.785 0.234 2.746 0.060
H 1.163 -1.265 3.576 0.084
H -1.115 -1.448 3.126 0.086
H -0.365 -2.492 1.934 0.056
H -2.957 -2.351 0.729 0.093
H -1.404 -2.734 -0.015 0.036
H -3.536 -0.843 -1.130 0.082
H -3.183 -2.454 -1.721 0.091
N 2.521 3.433 -3.064 0.042
C 1.514 2.610 -2.588 -0.845
S 1.809 0.857 -2.683 0.580
N 0.457 3.124 -2.083 0.017
N -0.479 2.108 -1.801 -0.246
C -1.241 2.083 -0.647 -0.322
C -0.839 2.775 0.601 -0.198
C -1.617 3.679 1.309 -0.037
C -1.143 4.244 2.488 -0.107
C 0.118 3.908 2.961 -0.100
C 0.910 2.991 2.280 -0.026
C 0.418 2.420 1.113 -0.354
O 1.076 1.449 0.453 -0.283
H 3.447 3.058 -2.939 0.061
H 2.418 4.384 -2.740 0.084
H -2.319 1.977 -0.795 0.100
H -2.596 3.950 0.930 0.110
H -1.755 4.953 3.032 0.093
H 0.490 4.360 3.873 0.096
H 1.895 2.716 2.637 0.114
```

Computed properties:
E: -3703.443205 a.u.
E_LUMO: -0.0947 eV
energy above the lowest of the compared OMol25 structures with the same formula, charge and spin: 14.7 kJ/mol
multiplicity: 1
E_HOMO: -6.425 eV
HOMO-LUMO gap: 6.33 eV